Record 1
Entry from the Open Molecules 2025 dataset: a 11-piece molecular cluster, C31H70F18N5O23S6 overall at a distorted geometry (ωB97M-V/def2-TZVPD).

Calculated values
LUMO in eV: 1.2
Gap between HOMO and LUMO in eV: 7.1
F_max in Eh/bohr: 0.058
Molecular weight in g/mol: 1415.3

Geometry as ORCA input:
```
! RIJCOSX wB97M-V def2-TZVPD def2/J DEFGRID3
* xyz -1 1
C -3.091 -5.231 -3.164
N -4.115 -4.178 -2.864
C -3.569 -3.350 -1.725
C -4.317 -3.252 -4.054
C -5.406 -4.847 -2.491
C -5.311 -5.752 -1.270
O -5.263 -4.958 -0.076
H -3.013 -5.953 -2.362
H -2.127 -4.743 -3.308
H -3.424 -5.684 -4.098
H -3.071 -4.010 -1.013
H -4.385 -2.872 -1.189
H -2.823 -2.664 -2.119
H -4.687 -3.877 -4.864
H -3.420 -2.696 -4.313
H -5.103 -2.607 -3.666
H -5.686 -5.426 -3.373
H -6.193 -4.102 -2.388
H -4.486 -6.463 -1.199
H -6.223 -6.361 -1.238
H -5.242 -5.601 0.641
C 7.708 -1.067 -2.861
N 6.399 -0.721 -3.561
C 6.013 0.628 -2.986
C 6.683 -0.612 -5.028
C 5.375 -1.761 -3.165
C 4.253 -1.965 -4.135
O 3.500 -0.779 -4.364
H 7.587 -0.851 -1.807
H 8.504 -0.494 -3.330
H 7.900 -2.106 -3.121
H 5.689 0.517 -1.965
H 5.201 0.958 -3.632
H 6.870 1.286 -3.106
H 5.749 -0.357 -5.525
H 6.990 -1.583 -5.411
H 7.464 0.136 -5.104
H 4.973 -1.504 -2.183
H 5.891 -2.715 -3.051
H 3.499 -2.572 -3.618
H 4.570 -2.462 -5.058
H 2.583 -1.077 -4.541
C -0.852 -2.253 3.182
N -2.300 -2.422 3.493
C -2.814 -3.475 2.536
C -2.460 -2.992 4.870
C -3.177 -1.168 3.368
C -3.127 -0.458 2.044
O -3.685 -1.303 1.025
H -0.316 -3.199 3.167
H -0.411 -1.618 3.939
H -0.772 -1.793 2.202
H -2.248 -4.391 2.716
H -2.495 -3.206 1.534
H -3.873 -3.658 2.681
H -1.818 -3.865 4.960
H -3.494 -3.306 4.990
H -2.181 -2.221 5.587
H -2.713 -0.520 4.115
H -4.180 -1.400 3.718
H -2.092 -0.176 1.830
H -3.682 0.482 2.057
H -4.036 -0.662 0.396
C 0.086 0.967 -2.587
N 0.204 0.362 -1.204
C -1.094 -0.297 -0.848
C 1.244 -0.722 -1.438
C 0.588 1.473 -0.272
C 0.486 1.164 1.167
O 1.013 -0.051 1.694
H -0.322 0.202 -3.246
H 1.056 1.300 -2.946
H -0.591 1.822 -2.608
H -1.741 0.577 -0.785
H -0.927 -0.846 0.073
H -1.332 -1.018 -1.625
H 0.884 -1.555 -2.040
H 1.415 -1.082 -0.427
H 2.110 -0.316 -1.952
H -0.075 2.288 -0.570
H 1.580 1.824 -0.565
H -0.560 1.187 1.500
H 0.893 1.953 1.806
H 1.898 0.169 2.029
C -1.273 5.588 4.308
N 0.225 5.818 4.153
C 0.862 4.505 4.502
C 0.481 6.221 2.740
C 0.637 6.975 5.039
C -0.014 7.062 6.408
O 0.050 5.864 7.149
H -1.526 4.652 3.816
H -1.836 6.330 3.744
H -1.538 5.512 5.357
H 0.922 4.424 5.584
H 1.902 4.600 4.177
H 0.347 3.717 3.967
H -0.299 6.856 2.326
H 0.301 5.293 2.185
H 1.497 6.537 2.525
H 0.315 7.856 4.487
H 1.725 6.948 5.095
H -1.051 7.395 6.316
H 0.624 7.810 6.896
H 0.001 6.078 8.084
C -0.143 0.735 5.562
F -0.389 0.589 4.253
F 0.181 -0.495 6.026
F 0.872 1.573 5.731
S -1.677 1.392 6.421
O -2.036 2.539 5.618
O -2.639 0.290 6.358
O -1.286 1.775 7.768
C -0.972 -2.573 -6.421
F -1.742 -1.491 -6.497
F -1.724 -3.660 -6.541
F -0.096 -2.539 -7.419
S -0.050 -2.586 -4.782
O -1.088 -2.180 -3.814
O 0.422 -3.947 -4.628
O 1.044 -1.615 -4.840
C 6.340 0.553 1.044
F 6.893 -0.165 2.018
F 6.307 1.817 1.456
F 7.117 0.437 -0.036
S 4.592 -0.055 0.707
O 4.809 -1.286 -0.041
O 3.999 -0.248 2.032
O 3.950 0.991 -0.088
C -0.841 4.944 -4.193
F -1.147 5.155 -2.918
F -1.313 3.750 -4.567
F -1.410 5.918 -4.914
S 1.025 4.965 -4.515
O 1.431 6.329 -4.169
O 1.518 3.930 -3.609
O 1.183 4.652 -5.936
C 0.810 -4.140 0.121
F 1.274 -4.097 1.376
F -0.001 -3.055 0.016
F 1.787 -4.018 -0.758
S -0.157 -5.776 -0.094
O 0.503 -6.674 0.819
O -1.514 -5.379 0.322
O -0.099 -6.132 -1.502
C -3.403 3.811 -0.353
F -3.018 2.608 -0.822
F -2.917 4.743 -1.158
F -4.730 3.927 -0.357
S -2.739 4.083 1.400
O -3.227 5.414 1.725
O -3.295 3.025 2.261
O -1.297 4.057 1.201
*
```

Record 2
Entry from the Open Molecules 2025 dataset: C49H41ClN8O5S2SeV as an isolated structure at a distorted geometry (ωB97M-V/def2-TZVPD).

Calculated values
LUMO (spin up / spin down) in eV: -4.4 / -5.6
Gap between HOMO and LUMO (spin up / spin down) in eV: 4.6 / 3.5
F_max in Eh/bohr: 0.077
Molecular weight in g/mol: 1051.4

Geometry as ORCA input:
```
! RIJCOSX wB97M-V def2-TZVPD def2/J DEFGRID3
* xyz 1 1
V -2.602 -1.451 -0.210
Cl -1.942 0.650 2.455
C -1.934 -0.926 1.608
H -2.448 -1.723 2.154
H -0.841 -1.246 1.659
C 11.165 -0.330 3.504
C 10.011 -0.151 2.501
C 8.979 -1.060 2.447
C 7.846 -0.765 1.696
C 7.754 0.428 0.991
N 6.508 0.879 0.528
C 5.556 1.542 1.462
O 5.339 2.730 1.454
N 4.906 0.665 2.305
C 4.250 -0.533 2.007
C 4.249 -1.187 0.698
C 3.450 -2.236 0.553
C 2.889 -2.881 1.667
N 2.943 -2.397 2.872
C 3.607 -1.201 3.049
C 8.905 1.296 0.916
C 9.999 1.001 1.669
H 10.892 0.382 4.334
H 12.153 -0.122 3.158
H 11.142 -1.358 3.880
H 9.004 -1.795 3.277
H 6.924 -1.336 1.715
H 6.693 1.636 -0.190
H 4.566 1.143 3.118
H 4.792 -0.725 -0.148
H 3.319 -2.684 -0.419
H 2.274 -3.806 1.533
H 3.578 -0.788 4.056
H 8.817 2.238 0.377
H 10.810 1.711 1.869
C -7.905 -3.322 0.694
C -7.659 -2.040 1.267
C -6.396 -1.487 1.179
C -5.406 -2.069 0.333
C -5.688 -3.317 -0.259
C -6.892 -3.934 -0.030
N -4.403 -1.176 -0.185
C -4.977 0.005 -0.760
C -4.741 1.293 -0.263
C -5.257 2.380 -0.933
C -5.991 2.230 -2.185
C -6.328 0.921 -2.528
C -5.813 -0.160 -1.841
H -8.854 -3.803 0.911
H -8.426 -1.439 1.805
H -6.180 -0.510 1.519
H -4.941 -3.823 -0.892
H -7.059 -4.942 -0.450
H -4.126 1.482 0.630
H -5.000 3.374 -0.600
H -6.307 3.101 -2.765
H -6.960 0.781 -3.368
H -6.107 -1.151 -2.129
C -0.175 5.273 1.842
N -0.276 6.176 0.765
C 0.233 5.872 -0.511
Se 0.744 4.245 -1.165
N 0.084 6.961 -1.270
C -0.619 7.946 -0.542
C -1.178 9.134 -1.016
C -2.075 9.732 -0.145
C -2.273 9.275 1.167
C -1.757 8.067 1.603
C -0.903 7.437 0.698
H -0.403 4.269 1.599
H -0.817 5.631 2.698
H 0.810 5.248 2.276
H 0.211 7.054 -2.282
H -1.011 9.577 -2.005
H -2.627 10.605 -0.473
H -2.988 9.823 1.813
H -2.066 7.615 2.513
O -2.907 -3.941 -3.084
S -3.168 -2.584 -3.464
O -4.545 -2.121 -3.658
N -2.540 -1.698 -2.225
C -1.502 -0.915 -2.565
S -0.877 -0.005 -1.261
C -1.156 -1.033 -3.949
C 0.024 -0.558 -4.600
C 0.142 -0.718 -5.941
C -0.890 -1.480 -6.660
C -2.039 -1.892 -6.005
C -2.094 -1.795 -4.615
H 0.814 -0.087 -4.009
H 0.975 -0.340 -6.540
H -0.824 -1.647 -7.761
H -2.894 -2.365 -6.515
O -3.470 -4.242 1.502
C -2.459 -4.318 0.791
N -1.779 -3.217 0.164
C -0.517 -3.659 -0.243
O 0.395 -2.970 -0.651
C -0.396 -5.147 0.045
C 0.757 -5.840 0.367
C 0.550 -7.023 1.152
C -0.710 -7.479 1.518
C -1.861 -6.802 1.148
C -1.668 -5.519 0.556
H 1.763 -5.498 0.098
H 1.426 -7.603 1.436
H -0.794 -8.300 2.229
H -2.809 -7.133 1.477
*
```

Record 3
Entry from the Open Molecules 2025 dataset: C31H26FeO4 as an isolated structure at a distorted geometry (ωB97M-V/def2-TZVPD).

Calculated values
LUMO (spin up / spin down) in eV: 0.0 / -2.3
Gap between HOMO and LUMO (spin up / spin down) in eV: 6.0 / 6.4
F_max in Eh/bohr: 0.128
Molecular weight in g/mol: 518.4
Energy above the lowest of the compared OMol25 structures with the same formula, charge and spin in eV: 0.467

Geometry as ORCA input:
```
! RIJCOSX wB97M-V def2-TZVPD def2/J DEFGRID3
* xyz 0 5
C 2.422 -0.836 3.108
C 1.032 -0.385 3.188
C 0.682 0.920 2.689
Fe 1.417 3.028 2.743
C 1.437 2.979 0.896
O 1.686 2.693 -0.204
C 3.137 2.512 2.417
O 4.177 2.264 1.948
C -0.175 4.067 3.440
C 0.859 4.904 2.883
C 2.079 4.649 3.611
C 1.789 3.661 4.631
C 0.408 3.287 4.507
H 2.601 -1.778 3.628
H 2.682 -1.030 2.059
H 3.075 -0.073 3.577
H 0.358 -0.922 3.887
H 0.678 0.848 1.584
H -0.305 1.279 3.074
H -1.229 4.102 3.166
H 0.702 5.689 2.148
H 3.000 5.213 3.506
H 2.474 3.320 5.408
H -0.133 2.613 5.171
C 3.023 -1.607 -3.888
C 3.154 -0.776 -2.769
C 2.079 -0.581 -1.904
C 0.849 -1.234 -2.141
C -0.328 -1.102 -1.271
C -0.156 -1.566 0.087
C -1.289 -2.209 0.836
C -1.846 -3.353 0.260
C -2.943 -3.976 0.848
C -3.405 -3.508 2.087
C -2.786 -2.415 2.717
C -1.717 -1.760 2.083
O 0.983 -1.539 0.589
C -1.638 -1.135 -1.953
C -1.943 -0.380 -3.262
C -1.027 0.059 -4.221
C -1.446 0.550 -5.461
C -2.802 0.738 -5.720
C -3.739 0.364 -4.748
C -3.317 -0.220 -3.554
O -2.601 -1.812 -1.555
C 0.762 -2.129 -3.234
C 1.819 -2.273 -4.125
H 3.850 -1.738 -4.585
H 4.104 -0.273 -2.577
H 2.141 0.085 -1.047
H -1.412 -3.759 -0.651
H -3.438 -4.801 0.329
H -4.269 -3.993 2.558
H -3.154 -2.066 3.693
H -1.221 -0.894 2.531
H 0.037 0.001 -4.016
H -0.700 0.792 -6.214
H -3.133 1.183 -6.658
H -4.805 0.515 -4.918
H -4.058 -0.580 -2.837
H -0.164 -2.700 -3.374
H 1.685 -2.910 -4.997
*
```

Calculated values (a.u.) of DFT total energy for the records, taken in order: -7414.21873 -7307.76381 -2761.28529.